C34H46Cl52NO7PS as an isolated structure at a distorted geometry. Source: the Open Molecules 2025 dataset; level of theory: ωB97M-V/def2-TZVPD.

Structure (ORCA input):
```
! wB97M-V def2-TZVPD RIJCOSX def2/J DEFGRID3
* xyz 0 1
C 1.6002 -6.2407 3.4100
C 1.2761 -5.5054 2.2337
C 0.6068 -4.5765 1.0637
C -0.2298 -3.2347 1.5321
C -1.0888 -3.7704 2.8643
C -1.9180 -5.1674 2.6461
C -1.2165 -2.8611 0.2545
Cl -3.0616 -2.8339 0.6670
S -1.0105 -1.1945 -0.5480
O -1.1222 -1.4198 -2.1086
O -2.2395 -0.2398 -0.2539
O 0.3391 -0.2834 -0.0774
C 1.3556 -1.1401 0.6322
C 2.4529 -0.0053 1.2130
C 2.1593 1.4590 1.0858
P 2.2643 -1.8932 -0.8072
N 1.4977 -2.9327 -1.7787
O 3.8348 -2.6123 -0.5081
O 2.6363 -0.5140 -1.8790
C 0.7759 -1.9415 1.9165
C 2.0094 -2.3239 2.9068
O 3.1840 -2.9639 2.3260
C 4.3119 -3.0731 3.2614
C 4.8223 -4.6562 3.4390
C -0.1694 -0.8585 2.7300
C -0.1569 -0.7181 4.3148
C 0.9130 0.4297 4.9143
O -0.0767 -1.8533 5.2078
H 2.1464 -6.9797 4.1595
H 1.4901 -4.3912 0.3303
H -0.1609 -5.2842 0.4838
H -1.8877 -2.9768 3.2358
H -0.3999 -3.9776 3.7994
H -1.4668 -6.0712 3.2803
H -3.0169 -5.0146 3.0873
H -2.0620 -5.4957 1.5320
H -1.1311 -3.6744 -0.6154
H 3.4829 -0.2959 1.6855
H 2.7247 2.1732 0.3271
H 1.2859 1.9718 1.7073
H 2.0904 -3.7957 -1.8282
H 4.5483 -1.9704 -0.8579
H 1.9721 -0.5345 -2.6307
H 1.5895 -3.1245 3.6889
H 2.4236 -1.4453 3.5781
H 4.1011 -2.6316 4.3243
H 5.2345 -2.5300 2.7332
H 4.7408 -4.9060 4.5793
H 4.1956 -5.4124 2.8030
H 5.9555 -4.7285 3.1273
H -0.0132 0.2742 2.3709
H -1.2962 -1.0641 2.3825
H -1.2103 -0.2086 4.5894
H 1.4237 0.9808 4.0128
H 1.7733 -0.2117 5.4325
H 0.3886 1.1692 5.6643
H -0.9854 -2.0341 5.6104
C 2.8975 4.9102 -1.5869
Cl 1.7889 5.9851 -2.4558
Cl 3.0308 5.3955 0.1120
Cl 2.3583 3.2270 -1.7125
H 3.8859 4.9903 -2.0465
C 1.7437 -9.8917 2.3024
Cl 0.2122 -10.3022 1.5116
Cl 3.0116 -9.6134 1.0963
Cl 1.5470 -8.4676 3.3381
H 2.0442 -10.7349 2.9297
C -0.4619 6.9396 1.4546
Cl 0.0811 8.0137 2.7550
Cl -0.4165 5.2493 1.9841
Cl -2.0936 7.3815 0.9235
H 0.2188 7.0534 0.6071
C 2.4422 0.1956 -6.0680
Cl 1.3994 -0.7736 -5.0132
Cl 4.1493 -0.1527 -5.7453
Cl 2.0570 -0.1060 -7.7710
H 2.2602 1.2522 -5.8556
C 6.7425 0.8140 -1.4653
Cl 5.6339 1.8889 -2.3342
Cl 6.8758 1.2993 0.2336
Cl 6.2032 -0.8692 -1.5909
H 7.7309 0.8941 -1.9249
C -2.0238 -2.1691 -7.1466
Cl -3.7458 -2.0700 -7.5520
Cl -1.7761 -1.8967 -5.4134
Cl -1.3601 -3.7391 -7.6306
H -1.4948 -1.3871 -7.6972
C -4.8494 5.0632 -0.9978
Cl -5.7737 5.6451 0.3974
Cl -5.9401 4.4976 -2.2745
Cl -3.7812 6.3368 -1.6113
H -4.2316 4.2215 -0.6748
C 9.5581 -2.9110 -3.1207
Cl 8.5410 -2.9798 -4.5699
Cl 9.8592 -1.2292 -2.6512
Cl 8.8039 -3.8032 -1.7884
H 10.5175 -3.3814 -3.3506
C -2.7038 1.0600 -10.0307
Cl -4.4258 1.1592 -10.4361
Cl -2.4561 1.3324 -8.2975
Cl -2.0401 -0.5100 -10.5147
H -2.1747 1.8421 -10.5813
C -0.1060 3.3870 8.3898
Cl -0.2379 1.6466 8.6949
Cl 0.2005 3.6959 6.6722
Cl -1.5745 4.2246 8.9201
H 0.7385 3.7745 8.9655
C -7.0861 -3.3664 0.8596
Cl -6.2695 -1.8799 1.3723
Cl -6.7151 -4.6951 1.9715
Cl -8.8365 -3.1111 0.7575
H -6.7189 -3.6360 -0.1339
C 1.4772 12.0454 3.4751
Cl 0.4343 11.0762 4.5299
Cl 3.1842 11.6972 3.7978
Cl 1.0919 11.7438 1.7721
H 1.2951 13.1020 3.6875
C -9.9437 -0.6385 -2.6271
Cl -10.9865 -1.6076 -1.5723
Cl -8.2366 -0.9867 -2.3044
Cl -10.3289 -0.9401 -4.3301
H -10.1257 0.4181 -2.4148
C 5.1744 8.9533 1.3433
Cl 3.4601 8.7137 1.7215
Cl 5.6224 8.0490 -0.1132
Cl 5.5316 10.6768 1.1398
H 5.7678 8.5749 2.1796
C -7.4895 8.3872 -2.6008
Cl -8.4138 8.9690 -1.2056
Cl -8.5802 7.8216 -3.8775
Cl -6.4213 9.6608 -3.2143
H -6.8717 7.5454 -2.2778
C -3.6839 -10.7536 0.4264
Cl -3.3681 -9.1887 1.1951
Cl -5.3642 -10.8465 -0.1280
Cl -2.5677 -11.0199 -0.9238
H -3.5218 -11.5403 1.1676
C -3.2443 5.0803 -5.1504
Cl -2.8243 3.5312 -5.9009
Cl -1.8426 6.1640 -5.1341
Cl -4.6040 5.8347 -6.0000
H -3.5459 4.8918 -4.1169
*
```

Calculated values
- M: 2487.3 Da
- E_LUMO: -0.9 eV
- Calculated total energy: -723096.7889 eV
- Orbital gap: 7.50 eV

Mulliken population analysis, charges in e, atoms 1 to 99: atom 1 (C): -1.11, atom 2 (C): 0.04, atom 3 (C): -0.10, atom 4 (C): 0.32, atom 5 (C): -0.02, atom 6 (C): -1.04, atom 7 (C): -0.43, atom 8 (Cl): 0.09, atom 9 (S): 1.34, atom 10 (O): -0.50, atom 11 (O): -0.74, atom 12 (O): -0.15, atom 13 (C): 0.66, atom 14 (C): -0.36, atom 15 (C): -0.59, atom 16 (P): 0.31, atom 17 (N): -0.60, atom 18 (O): -0.24, atom 19 (O): 0.05, atom 20 (C): 1.33, atom 21 (C): -2.26, atom 22 (O): -0.08, atom 23 (C): -0.26, atom 24 (C): -0.79, atom 25 (C): -0.50, atom 26 (C): -0.53, atom 27 (C): -0.44, atom 28 (O): -0.55, atom 29 (H): 0.33, atom 30 (H): -0.05, atom 31 (H): 0.67, atom 32 (H): 0.51, atom 33 (H): 0.24, atom 34 (H): 0.22, atom 35 (H): 0.24, atom 36 (H): 0.23, atom 37 (H): 0.49, atom 38 (H): 0.22, atom 39 (H): 0.08, atom 40 (H): 0.03, atom 41 (H): 0.25, atom 42 (H): -0.10, atom 43 (H): -0.04, atom 44 (H): 0.43, atom 45 (H): 0.73, atom 46 (H): 0.25, atom 47 (H): 0.25, atom 48 (H): 0.26, atom 49 (H): 0.15, atom 50 (H): 0.27, atom 51 (H): 0.20, atom 52 (H): 0.40, atom 53 (H): 0.55, atom 54 (H): 0.18, atom 55 (H): 0.21, atom 56 (H): -0.21, atom 57 (H): 0.36, atom 58 (C): -0.14, atom 59 (Cl): -0.11, atom 60 (Cl): -0.10, atom 61 (Cl): 0.05, atom 62 (H): 0.30, atom 63 (C): -0.12, atom 64 (Cl): -0.07, atom 65 (Cl): -0.14, atom 66 (Cl): -0.12, atom 67 (H): 0.35, atom 68 (C): 0.13, atom 69 (Cl): -0.08, atom 70 (Cl): -0.06, atom 71 (Cl): -0.10, atom 72 (H): 0.10, atom 73 (C): 0.01, atom 74 (Cl): -0.06, atom 75 (Cl): -0.11, atom 76 (Cl): -0.13, atom 77 (H): 0.27, atom 78 (C): 0.01, atom 79 (Cl): -0.07, atom 80 (Cl): -0.14, atom 81 (Cl): -0.07, atom 82 (H): 0.28, atom 83 (C): 0.23, atom 84 (Cl): -0.11, atom 85 (Cl): 0.03, atom 86 (Cl): -0.15, atom 87 (H): -0.03, atom 88 (C): -0.06, atom 89 (Cl): -0.11, atom 90 (Cl): -0.11, atom 91 (Cl): -0.06, atom 92 (H): 0.36, atom 93 (C): -0.04, atom 94 (Cl): -0.11, atom 95 (Cl): -0.11, atom 96 (Cl): -0.10, atom 97 (H): 0.36, atom 98 (C): -0.01, atom 99 (Cl): -0.13